C30H70N10O10 | ωB97M-V with the def2-TZVPD basis set

Properties
E_LUMO, eV: 0.0
SMILES: CNC(C)=O.CNC(C)=O.CNC(C)=O.CNC(C)=O.CNC(C)=O.CNC(C)=O.CNC(C)=O.CNC(C)=O.CNC(C)=O.CNC(C)=O
ΔE to the lowest compared entry with this formula, charge and spin, kJ/mol: 728.6

```
! RIJCOSX wB97M-V def2-TZVPD def2/J DEFGRID3
* xyz 0 1
C -8.881 -8.921 -5.574
N -8.049 -7.721 -5.512
C -6.790 -7.552 -5.926
C -6.034 -6.282 -5.715
O -6.228 -8.411 -6.519
H -9.071 -9.418 -6.526
H -9.892 -8.740 -5.210
H -8.489 -9.683 -4.900
H -8.345 -7.019 -4.849
H -5.203 -6.308 -6.419
H -5.638 -6.193 -4.703
H -6.602 -5.392 -5.986
C 3.931 4.569 -4.727
N 5.151 5.179 -5.197
C 5.204 6.278 -5.891
C 6.455 6.627 -6.594
O 4.210 6.945 -6.060
H 3.712 3.829 -5.497
H 3.006 5.144 -4.748
H 4.138 3.891 -3.899
H 6.063 4.819 -4.954
H 7.110 7.089 -5.854
H 6.365 7.435 -7.320
H 7.148 5.933 -7.070
C -4.630 3.857 -1.950
N -3.582 3.584 -2.933
C -3.348 2.456 -3.559
C -2.268 2.493 -4.694
O -4.040 1.500 -3.295
H -5.369 3.056 -1.988
H -5.237 4.708 -2.258
H -4.256 4.096 -0.954
H -2.968 4.338 -3.205
H -1.767 3.420 -4.973
H -2.534 1.998 -5.628
H -1.391 1.956 -4.332
C -1.390 -2.851 0.106
N -0.793 -1.513 0.263
C 0.194 -0.954 -0.391
C 0.679 0.357 0.198
O 0.834 -1.428 -1.289
H -1.454 -3.200 1.137
H -0.828 -3.564 -0.497
H -2.418 -2.807 -0.251
H -1.110 -0.918 1.015
H 1.755 0.348 0.371
H 0.143 0.402 1.146
H 0.396 1.277 -0.314
C 9.531 2.752 3.750
N 8.489 3.186 2.835
C 7.994 4.411 2.772
C 6.913 4.810 1.636
O 8.371 5.334 3.535
H 10.365 2.417 3.133
H 9.194 1.915 4.363
H 9.863 3.547 4.417
H 8.157 2.617 2.070
H 6.274 5.666 1.851
H 6.355 3.921 1.342
H 7.661 5.044 0.879
C -4.802 5.757 5.544
N -3.861 6.125 4.524
C -2.818 5.542 4.080
C -1.949 6.358 3.154
O -2.472 4.397 4.311
H -5.734 5.381 5.121
H -5.191 6.674 5.987
H -4.332 5.008 6.182
H -3.890 7.097 4.249
H -0.985 6.642 3.576
H -2.395 7.250 2.714
H -1.617 5.780 2.291
C -3.859 -1.162 4.325
N -2.491 -0.770 4.817
C -1.705 -1.738 5.266
C -0.404 -1.179 5.777
O -1.974 -2.952 5.086
H -3.757 -0.934 3.263
H -4.750 -0.824 4.854
H -4.118 -2.220 4.310
H -2.279 0.216 4.862
H -0.254 -0.112 5.614
H 0.321 -1.625 5.097
H -0.175 -1.564 6.771
C 4.231 -1.876 -6.956
N 3.160 -2.538 -6.181
C 2.414 -3.576 -6.627
C 1.200 -4.165 -5.834
O 2.732 -4.182 -7.621
H 4.506 -2.338 -7.904
H 5.092 -1.922 -6.290
H 3.915 -0.842 -7.094
H 3.002 -2.222 -5.234
H 0.766 -3.483 -5.103
H 1.486 -4.882 -5.065
H 0.452 -4.507 -6.550
C -4.479 -8.649 3.036
N -5.110 -9.445 1.971
C -5.336 -8.968 0.769
C -5.530 -10.027 -0.297
O -5.110 -7.772 0.420
H -3.584 -8.159 2.653
H -4.222 -9.271 3.893
H -5.210 -7.901 3.343
H -5.154 -10.449 2.076
H -4.696 -9.969 -0.996
H -6.395 -9.686 -0.867
H -5.466 -11.038 0.104
C 7.009 3.943 8.694
N 6.104 4.130 7.568
C 4.976 3.394 7.290
C 3.949 3.899 6.299
O 4.677 2.249 7.739
H 8.034 4.296 8.583
H 6.995 2.867 8.867
H 6.559 4.435 9.557
H 6.335 4.924 6.988
H 4.288 4.913 6.087
H 3.017 4.057 6.841
H 3.828 3.280 5.410
*
```


C6H6I2N2 | ωB97M-V with the def2-TZVPD basis set

Properties
E_LUMO, eV: -0.1
ΔE to the lowest compared entry with this formula, charge and spin, kJ/mol: 0.0

```
! RIJCOSX wB97M-V def2-TZVPD def2/J DEFGRID3
* xyz 0 1
C -2.614 -0.575 -1.069
C -2.225 0.834 -0.996
C -0.382 -1.157 -0.960
C -0.055 0.165 -0.741
C 1.905 0.609 0.930
C 1.486 0.683 -0.543
N -1.665 -1.474 -1.043
N -0.933 1.181 -0.790
I 1.620 2.707 -1.186
I 2.825 -0.399 -1.863
H -3.546 -1.079 -1.336
H -2.917 1.691 -0.999
H 0.197 -2.113 -0.899
H 2.995 0.894 1.013
H 1.645 -0.393 1.455
H 1.372 1.400 1.418
*
```


C26H19Cl48NO4 | ωB97M-V with the def2-TZVPD basis set

Properties
E_LUMO, eV: 0.0

```
! RIJCOSX wB97M-V def2-TZVPD def2/J DEFGRID3
* xyz 0 1
C 5.321 4.179 0.366
C 6.034 3.577 -0.898
O 6.829 4.286 -1.450
O 5.756 2.317 -1.390
C 5.510 1.363 -0.338
C 5.731 -0.123 -0.777
C 5.041 -1.158 0.210
N 5.294 -0.848 1.622
C 3.532 -1.411 -0.143
C 2.542 -0.374 0.458
C 2.355 -0.180 1.892
C 1.445 0.763 2.497
C 0.626 1.592 1.633
C 0.757 1.406 0.199
C 1.697 0.456 -0.418
C 1.708 0.379 -1.966
O 5.752 -2.423 -0.057
C 5.637 -3.281 1.050
O 4.793 -4.119 1.162
H 4.224 3.965 0.393
H 5.832 3.819 1.297
H 5.424 5.293 0.382
H 4.505 1.543 0.143
H 6.259 1.579 0.481
H 5.319 -0.215 -1.820
H 6.828 -0.332 -0.734
H 4.924 0.063 1.897
H 6.312 -0.754 1.741
H 3.201 -2.446 0.117
H 3.445 -1.324 -1.258
H 2.998 -0.807 2.559
H 1.440 0.806 3.612
H -0.064 2.334 2.091
H 0.111 2.024 -0.456
H 0.664 0.584 -2.331
H 2.408 1.127 -2.423
H 1.938 -0.664 -2.308
H 6.365 -3.157 1.897
C -2.517 -0.425 -1.719
Cl -3.983 0.549 -1.516
Cl -1.344 -0.001 -0.446
Cl -2.926 -2.146 -1.584
Cl -1.823 -0.105 -3.318
C -6.182 0.078 1.753
Cl -7.100 0.049 0.238
Cl -6.398 1.652 2.548
Cl -6.768 -1.209 2.821
Cl -4.466 -0.179 1.402
C 4.669 -3.594 -3.540
Cl 4.388 -3.928 -1.827
Cl 6.390 -3.257 -3.801
Cl 4.190 -4.999 -4.511
Cl 3.712 -2.183 -4.036
C -0.239 4.103 -3.438
Cl -0.733 3.949 -5.134
Cl -1.305 3.112 -2.422
Cl 1.435 3.554 -3.259
Cl -0.359 5.798 -2.941
C 9.017 5.722 1.657
Cl 7.523 6.669 1.776
Cl 10.103 6.164 2.985
Cl 8.636 3.991 1.760
Cl 9.807 6.059 0.110
C -2.953 0.101 5.532
Cl -2.839 1.343 6.791
Cl -3.261 -1.477 6.273
Cl -4.286 0.483 4.432
Cl -1.433 0.042 4.620
C -3.631 -1.067 -7.036
Cl -2.830 -2.467 -6.302
Cl -3.724 -1.292 -8.791
Cl -5.267 -0.909 -6.373
Cl -2.704 0.399 -6.676
C -5.249 -5.008 2.638
Cl -4.972 -4.093 1.146
Cl -4.392 -6.555 2.553
Cl -4.651 -4.075 4.021
Cl -6.987 -5.306 2.835
C -10.867 -0.301 2.431
Cl -10.618 0.555 0.900
Cl -9.963 -1.825 2.414
Cl -10.293 0.708 3.771
Cl -12.593 -0.639 2.644
C -0.148 9.522 -4.389
Cl -0.307 9.202 -2.650
Cl 1.548 9.866 -4.772
Cl -0.684 8.103 -5.306
Cl -1.147 10.918 -4.825
C -7.476 -4.562 -2.128
Cl -7.870 -5.796 -0.919
Cl -7.298 -2.990 -1.330
Cl -5.956 -4.988 -2.935
Cl -8.778 -4.472 -3.327
C -4.199 -8.568 6.446
Cl -5.347 -7.491 5.635
Cl -4.952 -10.152 6.701
Cl -2.754 -8.757 5.436
Cl -3.739 -7.873 8.010
*
```


C5H15NO | ωB97M-V with the def2-TZVPD basis set

Properties
E_LUMO, eV: 0.9
SMILES: CC[C@@H](C)CN.O
ΔE to the lowest compared entry with this formula, charge and spin, kJ/mol: 108.1

```
! RIJCOSX wB97M-V def2-TZVPD def2/J DEFGRID3
* xyz 0 1
C 0.274 -2.347 -1.186
C 1.280 -1.922 -0.099
C 0.764 -0.706 0.713
C 1.851 -0.520 1.789
C 0.807 0.495 -0.245
N 0.616 1.826 0.385
H 0.746 -3.061 -1.868
H -0.614 -2.819 -0.739
H -0.290 -1.593 -1.750
H 1.420 -2.842 0.472
H 2.186 -1.661 -0.649
H -0.216 -0.883 1.140
H 2.765 -0.215 1.273
H 1.701 0.193 2.591
H 2.018 -1.482 2.259
H 1.664 0.582 -0.919
H -0.039 0.428 -0.948
H 1.078 1.939 1.275
H -0.384 1.925 0.387
O -4.603 2.700 -1.064
H -5.237 2.089 -1.476
H -4.626 3.591 -1.413
*
```


C3H3LiO3Tl | ωB97M-V with the def2-TZVPD basis set

Properties
E_LUMO (spin up / spin down), eV: -0.7 / -0.7
ΔE to the lowest compared entry with this formula, charge and spin, kJ/mol: 466.2
⟨S²⟩: 0.758

```
! RIJCOSX wB97M-V def2-TZVPD def2/J DEFGRID3
* xyz 0 2
C -1.439 0.396 0.260
C -0.069 -0.080 -0.110
O 0.791 1.040 -0.264
O -1.989 0.140 1.332
H -0.135 -0.668 -1.043
H 0.289 -0.770 0.673
O 2.438 -0.372 -0.691
C 2.099 0.823 -0.546
Li -3.685 -0.674 1.645
Tl 4.876 0.644 -0.944
H -3.178 -0.479 -0.313
*
```


H22O11 | ωB97M-V with the def2-TZVPD basis set

Properties
E_LUMO (spin up / spin down), eV: 2.5 / 2.3
ΔE to the lowest compared entry with this formula, charge and spin, kJ/mol: 264.2
⟨S²⟩: 0.751

```
! RIJCOSX wB97M-V def2-TZVPD def2/J DEFGRID3
* xyz -1 2
O 1.251 1.709 -0.422
H 1.236 0.819 -0.831
H 1.568 1.539 0.487
O 0.801 -1.022 4.349
H 0.919 -1.727 4.975
H 0.066 -1.259 3.783
O -1.428 -0.654 -4.326
H -1.082 -1.471 -3.862
H -1.744 -0.126 -3.588
O 0.519 1.482 2.522
H -0.096 0.744 2.444
H 0.037 2.045 3.156
O 0.701 -2.612 -3.511
H 0.771 -3.564 -3.265
H 0.928 -2.271 -2.614
O -1.277 -1.192 2.322
H -1.668 -0.302 2.402
H -1.512 -1.310 3.272
O 1.054 -1.967 1.381
H 1.604 -2.348 2.158
H 1.496 -1.206 0.988
O -2.098 1.362 1.921
H -1.413 1.759 1.331
H -2.843 1.836 1.447
O -3.745 0.247 -1.376
H -3.883 0.827 -2.162
H -3.773 0.575 -0.484
O 1.289 2.544 -3.574
H 1.154 2.073 -2.749
H 0.553 3.104 -3.776
O 3.058 0.038 0.286
H 3.511 0.734 -0.191
H 3.763 -0.480 0.718
*
```


no.,strongest force on any atom (eV Å⁻¹)
1,4.95
2,3.42
3,2.50
4,2.74
5,2.73
6,2.89